No. 1
This record from the Open Molecules 2025 dataset describes a 2-piece molecular cluster, C3H7NO overall at a distorted geometry. The level of theory is ωB97M-V/def2-TZVPD.

Atoms and positions in Å:
H 1.44 -1.95 -2.55
C -0.76 0.85 0.74
H 0.04 -0.70 -2.72
C 0.42 1.46 0.88
H 1.24 1.16 1.55
C 0.75 -1.13 -2.07
H 0.36 2.53 0.54
N -1.24 -0.27 1.40
O 0.95 -0.79 -0.92
H -1.26 -0.33 2.38
H -1.90 -0.92 1.00
H -1.35 1.31 0.00

electronic energy: -248.41258 hartree
structure (SMILES): C=CN.C=O

***

No. 2
This record from the Open Molecules 2025 dataset describes a 2-piece molecular cluster, C2H3N3O overall. The level of theory is ωB97M-V/def2-TZVPD.

Atoms and positions in Å:
C -1.21 -1.25 -0.33
N -0.11 -1.64 -0.33
C 1.09 0.03 0.45
H 2.47 0.59 -0.72
N -1.02 0.94 0.14
N 0.21 0.90 0.46
H -1.49 1.62 0.75
O 2.33 -0.02 0.03
H -2.28 -1.18 -0.44

electronic energy: -317.35859 hartree

***

No. 3
This record from the Open Molecules 2025 dataset describes a 2-piece molecular cluster, C4H9NOS overall at a distorted geometry. The level of theory is ωB97M-V/def2-TZVPD.

Atoms and positions in Å:
H 3.61 0.43 -0.73
C -1.79 0.04 -0.46
H -3.52 -1.23 0.12
H -3.46 1.32 -0.60
H -0.98 -0.07 -1.25
H 3.34 -0.76 0.66
H -2.30 -0.85 1.43
C 3.19 0.26 0.25
N 0.56 0.74 0.90
H 3.27 1.10 0.91
H 1.19 1.01 -1.32
C -2.73 0.88 0.18
H -2.42 1.64 1.05
C -2.70 -0.59 0.45
O 1.32 -1.24 -0.66
S 1.42 0.10 -0.17

electronic energy: -685.69659 hartree

***

No. 4
This record from the Open Molecules 2025 dataset describes a 2-piece molecular cluster, C4H5ClN2S overall at a distorted geometry. The level of theory is ωB97M-V/def2-TZVPD.

Atoms and positions in Å:
H -2.18 -2.08 1.83
Cl 2.57 -1.41 0.43
H -1.67 0.28 -1.08
C 0.21 2.69 0.13
N -0.77 2.20 -0.57
H -1.48 -1.87 1.60
H 0.29 3.74 0.32
C 0.56 0.26 -0.45
H 0.55 -3.03 -0.82
C 0.92 -1.12 -0.30
S 1.49 1.53 0.37
C -0.68 0.85 -0.77
N 0.21 -2.06 -0.69

electronic energy: -1123.24502 hartree
structure (SMILES): [H]/N=C(\Cl)c1cncs1.[H][H]

***

No. 5
This record from the Open Molecules 2025 dataset describes a 2-piece molecular cluster, H4S2 overall. The level of theory is ωB97M-V/def2-TZVPD.

Atoms and positions in Å:
S -0.93 0.79 -1.19
H 1.75 0.28 1.49
H 1.33 -0.84 -0.04
S 1.10 -0.88 1.29
H -1.54 0.90 0.01
H -1.71 -0.25 -1.55

electronic energy: -798.74709 hartree
structure (SMILES): S.S

***

No. 6
This record from the Open Molecules 2025 dataset describes a 7-piece molecular cluster, C26H34BNO21 overall. The level of theory is ωB97M-V/def2-TZVPD.

Atoms and positions in Å:
O -3.98 0.22 -1.21
C 3.94 -1.53 3.01
H 2.09 -3.86 3.96
H -4.87 -1.54 -1.87
O -7.39 -3.66 -1.07
C -4.81 -4.67 -3.05
B 3.34 0.69 -1.80
O 2.96 -1.99 3.81
N 4.35 1.23 -0.91
H 1.08 6.62 -0.71
H -0.01 6.68 -2.11
O 4.22 -2.41 2.03
H 3.18 -4.08 1.38
H -4.65 -7.43 1.74
O 3.65 -0.20 -2.80
H 2.16 3.12 -2.36
H -1.03 6.80 0.48
H -5.93 -1.48 0.71
C 2.38 -3.15 3.20
H 4.98 0.01 0.72
C 5.20 0.16 -0.34
H 5.86 1.81 -2.32
C 0.10 2.92 -1.66
H 3.14 -0.03 -3.60
O -6.70 -5.55 -2.09
H -1.88 2.34 -0.89
C -5.71 -0.72 -0.03
C 1.47 2.42 -1.91
C -5.80 -5.81 -3.18
H -2.90 -7.93 0.13
O 4.49 -0.48 3.15
C -2.80 -6.99 0.66
H 4.53 2.98 -2.10
H 1.51 -2.84 2.63
H -3.99 -4.89 -2.38
C 4.58 2.53 3.03
H -6.63 -0.48 -0.58
O -0.42 8.77 0.29
H 3.75 1.96 3.43
C 0.30 7.20 -1.21
O -3.25 -5.90 -0.16
C 4.84 4.44 1.85
C 1.84 1.18 -1.58
O 1.18 -0.88 -0.65
C 5.06 3.64 3.95
H 5.89 3.35 4.60
H 5.38 1.84 2.75
O -4.19 -3.90 0.28
H -6.36 -5.79 -4.11
H 4.19 -4.31 2.83
C 0.47 9.35 -0.55
C 3.52 -3.63 2.31
C -0.88 1.98 -1.07
H -1.79 7.71 -0.83
H 5.74 2.80 -0.85
C -0.85 7.54 -0.29
H 4.26 4.05 4.56
C -0.52 0.74 -0.74
O -5.62 -3.65 -2.46
H -3.82 -1.70 -0.45
H 5.14 -0.77 -0.89
O -5.23 0.49 0.60
H -4.42 -4.32 -4.01
O -0.21 4.07 -1.91
O 0.88 10.46 -0.43
O -4.03 -5.47 1.88
O 0.82 8.50 -1.53
O 4.85 5.20 0.94
C -3.72 -6.87 1.86
H -5.34 -6.79 -3.05
O 5.49 4.64 3.02
O 4.18 3.27 1.87
O -3.86 2.14 -0.06
C -3.85 -4.98 0.63
H -1.22 0.04 -0.30
C 5.16 2.25 -1.59
H 6.24 0.49 -0.37
C 0.85 0.25 -0.97
C -6.65 -4.23 -1.80
H -3.26 -7.16 2.80
C -4.56 -1.07 -0.95
H -1.76 -6.82 0.92
C -4.32 1.05 -0.21

electronic energy: -2670.87783 hartree
structure (SMILES): CN(C)B(O)C1=CC(=O)C=CC1=O.O=C1OCCO1.O=C1OCCO1.O=C1OCCO1.O=C1OCCO1.O=C1OCCO1.O=C1OCCO1

***

No. 7
This record from the Open Molecules 2025 dataset describes C25H19ClNO4PW as an isolated structure at a distorted geometry. The level of theory is ωB97M-V/def2-TZVPD.

Atoms and positions in Å:
C -0.90 -1.30 3.87
C -2.78 3.52 -2.93
H 2.16 4.66 2.05
C -1.36 1.59 -3.05
C 0.62 3.72 0.89
O 1.74 1.08 0.71
C 1.20 0.08 2.73
H -2.60 2.28 -6.09
H -3.26 4.31 -2.36
C -5.01 3.40 1.27
C 1.38 -0.50 3.97
H 2.77 4.65 -2.20
C -2.10 -0.83 1.64
H 3.86 0.46 2.83
H -0.02 3.54 1.75
H 3.54 5.22 0.07
O -3.13 -1.47 1.98
H -4.10 1.86 0.09
C 1.83 4.37 1.06
C -3.97 2.82 0.57
N 0.00 0.03 2.09
C -3.00 3.40 -4.30
C -1.94 2.61 -2.29
H -1.66 5.34 0.88
H -3.65 4.11 -4.80
O 3.46 0.77 2.00
H 0.61 3.54 -2.54
C 2.60 4.69 -0.06
C -2.76 3.52 0.45
C -1.57 1.45 -4.40
C -0.99 -0.69 2.62
C 0.30 -1.16 4.57
C 0.96 3.73 -1.54
Cl -0.32 0.45 -2.20
H -3.54 6.35 2.11
C 2.21 0.68 1.81
C -2.58 4.79 1.01
H -3.83 -1.61 1.30
H -5.96 2.89 1.35
C 0.17 3.39 -0.41
C -4.83 4.65 1.85
H -5.64 5.09 2.43
C -3.64 5.35 1.70
O -1.89 -0.31 0.51
H 2.33 -0.46 4.48
H 0.41 -1.61 5.55
P -1.51 2.72 -0.55
H -1.11 0.65 -4.97
W -0.17 0.82 0.13
H -1.72 -1.87 4.26
C -2.41 2.38 -5.02
C 2.17 4.37 -1.35

charge: +4
electronic energy: -2186.87043 hartree
2S+1: 3

***

No. 8
This record from the Open Molecules 2025 dataset describes C26H19N7O6RuS3 as an isolated structure at a distorted geometry. The level of theory is ωB97M-V/def2-TZVPD.

Atoms and positions in Å:
C -4.80 2.14 0.09
C 0.76 -0.74 2.67
H -5.89 0.81 -1.21
H 1.28 -4.16 6.41
C 1.60 -2.10 0.92
H 0.32 5.17 2.41
C 1.41 -4.15 5.33
C 2.34 4.94 1.70
C -2.42 2.00 -0.07
C -3.80 0.57 -1.46
C -4.91 1.14 -0.89
N -0.84 3.34 0.98
N 1.79 -4.27 2.66
C -2.51 0.99 -1.08
H 4.22 4.44 0.75
H -3.45 3.32 1.27
Ru 0.25 1.53 -0.93
C 2.61 3.22 0.07
C -0.59 -1.94 -4.26
N 1.71 -5.35 4.79
H 1.03 -2.07 5.06
C -0.63 -1.32 -3.02
H 1.69 -1.11 -0.98
C 1.28 -1.98 2.28
S 1.85 1.13 -2.61
C 1.45 -3.08 3.20
H -0.03 -2.85 -4.38
O 0.32 2.45 -4.66
C 0.54 0.25 1.74
C 1.26 -3.01 4.58
H -0.13 -1.76 -2.17
C -1.35 -0.14 -2.85
N -1.14 2.34 0.21
H 2.02 -3.04 0.57
C -1.26 -1.38 -5.34
C -2.02 0.41 -3.94
O 1.91 -6.78 1.28
H 2.76 5.74 2.30
H 0.12 1.19 2.05
N 1.31 2.92 0.11
C 3.17 4.22 0.83
O 3.78 -6.90 2.86
C 1.01 4.64 1.76
N 0.83 0.11 0.44
H -2.53 1.36 -3.82
S 2.34 -6.92 2.66
O 1.63 -7.93 3.41
C -1.97 -0.21 -5.17
H -2.48 0.25 -6.02
N -1.34 0.51 -1.59
H 0.51 -0.55 3.70
C 1.39 -1.06 0.06
O 1.78 3.89 -3.32
H -5.69 2.58 0.52
H -3.90 -0.21 -2.20
S 0.85 2.78 -3.37
H -1.22 -1.86 -6.31
H 3.21 2.62 -0.61
C 1.87 -5.30 3.47
O -0.25 2.96 -2.34
C -3.56 2.56 0.51
C 0.49 3.62 0.95

charge: -1
electronic energy: -3126.51228 hartree
2S+1: 2